(1)
29
Properties=species:S:1:pos:R:3:mulliken_charge:R:1 method="wB97M-V/def2-TZVPD" total_charge=+1 spin_multiplicity=3 e_homo_ev="-9.267 / -12.956" homo_lumo_gap_ev="4.91 / 6.27"
C -0.76 -1.13 1.42 0.184
C -0.51 -0.95 0.12 -0.366
C 0.23 -0.66 2.36 0.157
C 1.50 0.01 1.67 0.347
C 1.12 1.22 1.07 0.200
C -1.72 -0.41 -1.88 -0.764
C -1.01 -2.63 -1.65 -0.784
C 0.09 3.25 1.30 -0.647
C 2.04 0.70 -1.14 -0.500
N -1.57 -1.43 -0.88 0.127
O 0.13 -0.48 3.53 -0.542
O 0.44 2.05 1.75 -0.249
O 1.41 1.57 -0.19 -0.428
Cl -2.27 -1.81 2.09 -0.169
Cl 2.76 0.23 2.98 -0.145
H 1.78 -0.74 0.93 0.467
H -0.74 -0.07 -2.31 0.293
H -2.40 -0.93 -2.56 0.461
H -2.38 0.46 -1.55 0.304
H -0.61 -3.43 -0.98 0.330
H -1.62 -3.07 -2.46 0.372
H -0.14 -2.30 -2.23 0.357
H -0.44 3.92 1.96 0.296
H -0.51 3.33 0.29 0.231
H 1.05 3.74 0.91 0.299
H 2.54 1.20 -1.98 0.317
H 1.22 -0.07 -1.65 -0.023
H 2.86 0.18 -0.63 0.359
H -2.48 -1.74 -0.31 0.515

***

(2)
32
Properties=species:S:1:pos:R:3:mulliken_charge:R:1 method="wB97M-V/def2-TZVPD" total_charge=0 spin_multiplicity=1 e_homo_ev=-9.214 homo_lumo_gap_ev=9.00
C 1.30 -0.45 0.74 -1.348
C 0.61 -0.33 -0.41 -0.466
C -0.61 0.59 -0.44 1.179
C -1.36 0.81 0.87 0.318
C -2.34 2.00 0.80 -2.010
C -2.16 -0.42 1.42 -0.676
C -2.03 -1.75 0.66 -1.189
C -1.45 0.54 -1.70 -0.794
O -0.49 0.67 -2.75 -0.462
S 0.40 1.97 -2.26 1.204
O -0.16 3.11 -2.91 -0.623
O 1.77 1.75 -2.52 -0.562
O 0.05 1.95 -0.69 -0.396
H 1.55 0.44 1.31 0.345
H 1.56 -1.41 1.15 0.609
H 0.87 -0.87 -1.31 0.499
H -0.62 1.09 1.62 0.523
H -1.82 2.92 0.55 0.362
H -3.18 1.81 0.14 0.448
H -2.75 2.10 1.81 0.527
H -1.83 -0.59 2.44 0.283
H -3.22 -0.17 1.44 0.421
H -2.60 -2.50 1.23 0.453
H -1.02 -2.14 0.63 0.226
H -2.47 -1.74 -0.34 0.276
H -1.97 1.51 -1.71 0.521
H -2.22 -0.22 -1.77 0.391
C 5.23 -2.14 0.39 0.314
Cl 3.60 -1.49 0.13 -0.050
Cl 5.21 -3.20 1.81 -0.116
Cl 5.75 -3.06 -1.02 -0.105
Cl 6.36 -0.80 0.68 -0.105

***

(3)
26
Properties=species:S:1:pos:R:3:mulliken_charge:R:1 method="wB97M-V/def2-TZVPD" total_charge=0 spin_multiplicity=1 e_homo_ev=-8.103 homo_lumo_gap_ev=8.84 e_above_lowest_ev=0.860
C -3.15 1.78 0.66 -0.499
C -2.62 1.67 -0.61 -0.755
C -2.31 1.66 1.71 -0.379
C -1.27 1.13 -0.73 0.135
C -1.02 1.13 1.84 -0.723
C -0.43 0.96 0.47 0.386
C 2.65 -2.11 1.10 -1.026
C 1.44 1.07 -0.97 -1.476
C 0.71 -2.04 -1.91 -1.091
N 0.83 0.38 0.13 0.280
F 0.05 -1.84 0.95 -0.340
Si 1.28 -1.26 0.07 0.386
H -4.12 2.12 0.84 0.417
H -3.26 1.68 -1.48 0.344
H -2.84 1.82 2.60 0.344
H -0.90 1.12 -1.74 0.351
H -0.50 0.93 2.75 0.410
H 2.33 -2.06 2.18 0.282
H 2.53 -3.07 0.80 0.317
H 3.82 -1.96 1.13 0.321
H 1.32 0.59 -1.93 0.429
H 1.46 2.10 -0.72 0.407
H 2.47 0.69 -0.76 0.509
H 1.20 -1.88 -2.93 0.306
H 0.62 -3.01 -1.53 0.361
H -0.29 -1.63 -1.92 0.304

***

(4)
27
Properties=species:S:1:pos:R:3:mulliken_charge:R:1 method="wB97M-V/def2-TZVPD" total_charge=0 spin_multiplicity=5 e_homo_ev="-4.581 / -6.891" homo_lumo_gap_ev="4.91 / 6.38" e_above_lowest_ev=0.398
C -0.64 0.50 -2.41 -0.797
C -0.66 -0.51 -3.34 -0.155
C -0.09 -1.77 -3.18 -0.156
C 0.37 -2.35 -2.00 -0.518
C 0.17 -1.88 -0.73 -0.342
Ir -0.24 -0.09 -0.72 0.409
P -2.28 -0.27 0.14 -0.114
H -0.92 1.53 -2.69 0.366
H -1.13 -0.29 -4.30 0.288
H 0.00 -2.37 -4.08 0.278
H 0.34 -2.53 0.14 0.280
H 0.92 -3.30 -2.09 0.250
H -2.39 -0.81 1.46 0.045
H -3.23 -1.07 -0.56 0.062
H -3.01 0.94 0.29 0.057
C 1.08 -0.65 2.49 -1.005
C 0.98 0.72 1.95 0.607
N 0.56 1.13 0.76 -0.353
C 0.68 2.52 0.70 -0.381
C 1.19 2.94 1.90 -0.548
N 1.37 1.80 2.67 -0.074
H 2.11 -1.02 2.39 0.269
H 0.83 -0.63 3.56 0.378
H 0.41 -1.32 1.96 0.115
H 0.40 3.09 -0.18 0.445
H 1.42 3.93 2.25 0.398
H 1.74 1.75 3.61 0.195

***

(5)
29
Properties=species:S:1:pos:R:3:mulliken_charge:R:1 method="wB97M-V/def2-TZVPD" total_charge=0 spin_multiplicity=1 e_homo_ev=-6.849 homo_lumo_gap_ev=6.86 e_above_lowest_ev=2.432
C 2.47 -0.96 1.77 -0.789
C 1.85 -0.11 2.72 -0.719
C 1.92 -0.64 0.55 0.171
C 0.97 0.66 2.01 0.286
C -0.06 1.88 -1.10 0.512
C -1.15 -1.84 -0.68 -1.653
C -1.81 -0.29 -2.55 -1.617
C -0.78 -0.58 -1.45 0.830
C -0.73 0.63 -0.57 -0.094
N 1.04 0.38 0.69 0.079
N -1.70 0.81 0.34 -0.063
O 0.19 2.83 -0.20 -0.547
O 0.18 2.03 -2.26 -0.550
O 2.16 -1.18 -0.68 -0.468
O 0.12 1.68 2.42 -0.546
H 3.23 -1.69 1.96 0.420
H 2.04 -0.07 3.78 0.401
H -1.07 -2.70 -1.33 0.424
H -2.18 -1.80 -0.31 0.453
H -0.47 -1.99 0.16 0.271
H -2.79 -0.09 -2.11 0.364
H -1.51 0.58 -3.13 0.409
H -1.89 -1.15 -3.21 0.436
H 0.20 -0.70 -1.90 0.321
H 0.22 2.48 0.71 0.375
H -1.66 1.62 0.94 0.402
H -2.13 -0.01 0.74 0.226
H 2.99 -1.68 -0.63 0.334
H 0.35 1.89 3.33 0.334

***

(6)
32
Properties=species:S:1:pos:R:3:mulliken_charge:R:1 method="wB97M-V/def2-TZVPD" total_charge=0 spin_multiplicity=1 e_homo_ev=-9.806 homo_lumo_gap_ev=10.09 e_above_lowest_ev=4.700
C 1.62 1.76 0.05 0.086
C 0.30 1.25 0.46 0.454
C 2.68 0.70 -0.57 -0.992
C 2.79 -0.60 0.45 0.096
C 3.85 -1.40 -0.05 0.265
C -1.52 -0.03 -0.36 -0.397
C -2.40 1.13 -0.91 0.543
C -1.91 -0.93 0.74 -0.843
C -3.13 -1.90 0.35 0.732
H 2.78 3.39 0.78 0.230
H 1.75 2.84 1.89 0.279
H 1.22 2.39 -0.83 0.210
H 3.55 1.42 -0.64 0.353
H 2.50 0.17 -1.49 0.455
H 1.88 -1.11 0.36 0.064
H 2.95 -0.25 1.52 0.325
H 4.16 -2.49 -1.72 0.361
H 0.39 0.48 -1.32 0.369
H -1.82 -0.59 -1.35 0.286
H -1.98 -0.48 1.79 0.306
H -1.02 -1.46 0.87 0.266
H -3.47 -1.09 2.08 0.555
H -3.99 1.93 -0.94 0.393
N 2.37 2.55 1.06 -0.604
N -0.10 0.35 -0.40 0.098
O -0.44 1.81 1.34 -0.740
O 5.01 -1.74 0.40 -0.588
O 3.27 -2.08 -1.21 -0.503
O -1.81 2.04 -1.54 -0.624
O -3.31 -2.38 -0.70 -0.477
O -3.87 -1.94 1.50 -0.555
O -3.66 1.12 -0.61 -0.401

***

(7)
26
Properties=species:S:1:pos:R:3:mulliken_charge:R:1 method="wB97M-V/def2-TZVPD" total_charge=+1 spin_multiplicity=1 e_homo_ev="-13.855 / -13.837" homo_lumo_gap_ev="5.68 / 4.90" e_above_lowest_ev=8.335
C -3.86 -0.11 -0.49 0.323
C -3.79 0.04 0.90 -0.155
C 2.38 0.25 0.05 -0.688
C 1.73 1.57 -0.05 -0.483
C 1.69 -0.75 -0.98 -0.841
C 0.26 1.48 0.37 -0.850
C 0.22 -0.90 -0.66 0.384
C -0.52 0.46 -0.51 -0.040
C 0.12 -1.80 0.65 -1.240
N -2.50 0.22 1.11 -0.612
N -2.86 -0.07 -1.21 -0.466
N -1.82 0.24 0.03 0.990
H -4.50 0.16 1.71 0.449
H 3.50 0.30 -0.21 0.322
H 2.32 -0.26 1.03 0.339
H 2.35 2.17 0.65 0.290
H 1.87 2.05 -1.09 0.300
H 1.93 -0.21 -1.93 0.379
H 2.28 -1.83 -1.03 0.299
H 0.21 1.27 1.45 0.353
H -0.28 2.42 0.16 0.418
H -0.27 -1.55 -1.54 0.290
H -0.61 1.07 -1.51 0.295
H 0.56 -1.23 1.47 0.279
H 0.53 -2.90 0.63 0.346
H -0.93 -2.10 1.00 0.317

***

(8)
27
Properties=species:S:1:pos:R:3:mulliken_charge:R:1 method="wB97M-V/def2-TZVPD" total_charge=+1 spin_multiplicity=1 e_homo_ev="-10.582 / -10.582" homo_lumo_gap_ev="6.99 / 6.99" e_above_lowest_ev=6.924
C 3.13 1.88 0.61 0.047
C 2.05 0.09 -0.10 1.042
C 1.53 -3.09 -0.44 -1.003
C 0.79 -2.02 -0.80 -0.271
C 1.07 -0.65 -0.56 -0.357
C -0.97 0.38 -0.48 0.005
C -1.20 1.10 -1.77 -0.926
C -3.11 0.88 0.51 -0.924
C -1.39 -0.53 1.63 -1.066
N 1.90 1.53 0.20 -0.044
N 3.24 -0.30 0.27 -0.432
N -1.73 0.23 0.51 -0.016
O 3.93 0.87 0.59 -0.105
H 3.72 2.78 0.75 0.433
H 1.19 -4.06 -0.79 0.283
H 2.55 -3.12 -0.27 0.359
H -0.08 -2.12 -1.41 0.433
H -0.38 1.83 -1.61 0.182
H -2.25 1.51 -2.13 0.468
H -0.92 0.42 -2.63 0.287
H -3.24 0.97 -0.54 0.301
H -3.76 0.18 1.04 0.416
H -3.24 1.65 1.23 0.335
H -1.75 -0.24 2.56 0.432
H -1.66 -1.56 1.48 0.401
H -0.35 -0.65 1.80 0.374
H 0.95 2.03 0.37 0.346

***

(9)
27
Properties=species:S:1:pos:R:3:mulliken_charge:R:1 method="wB97M-V/def2-TZVPD" total_charge=0 spin_multiplicity=1 e_homo_ev=-8.473 homo_lumo_gap_ev=9.32 e_above_lowest_ev=0.209
C -2.22 -1.41 4.23 -0.989
C -1.23 -3.57 1.58 -0.163
C -1.51 -2.27 3.25 0.599
C -0.16 -2.48 3.16 -0.482
N -2.14 -2.85 2.16 -0.619
N 0.02 -3.30 2.06 -0.063
H -1.29 -4.23 0.73 0.400
H 0.91 -3.63 1.75 0.175
H 0.66 -1.99 3.65 0.342
H -2.79 -0.62 3.73 0.273
H -1.47 -0.95 4.85 0.277
H -3.01 -1.93 4.78 0.254
C 0.08 0.96 -1.79 -0.352
C 0.54 -0.14 -2.74 -1.051
C 0.81 2.26 -2.02 0.517
C 0.99 2.90 -3.22 -0.578
C 2.07 3.95 -1.63 -0.281
N 1.51 2.91 -1.05 -0.619
N 1.74 4.00 -2.94 -0.102
H -0.99 1.12 -1.94 0.228
H 0.31 0.73 -0.74 0.283
H -0.12 -1.01 -2.68 0.324
H 0.57 2.66 -4.18 0.386
H 2.62 4.67 -1.04 0.425
H 2.25 4.58 -3.59 0.224
H 1.53 -0.56 -2.60 0.306
H 0.31 0.20 -3.75 0.288

***

| no. | E_tot (eV) |
| --- | --- |
| 1 | -42222.0880 |
| 2 | -78671.0001 |
| 3 | -21644.6165 |
| 4 | -24660.5801 |
| 5 | -20729.0389 |
| 6 | -26870.5354 |
| 7 | -14015.6466 |
| 8 | -16062.8289 |
| 9 | -15520.1736 |